(1)
{
  "formula": "C8H20N3O6P",
  "method": "wB97M-V/def2-TZVPD",
  "symbols": ["C", "N", "C", "O", "C", "C", "O", "N", "C", "C", "O", "H", "H", "H", "H", "H", "H", "H", "H", "H", "H", "H", "H", "N", "C", "C", "P", "O", "O", "O", "H", "H", "H", "H", "H", "H", "H", "H"],
  "coordinates": [[-0.25841, 3.71124, 2.31186], [-0.31910, 2.26863, 2.08004], [-0.93009, 1.69987, 1.03316], [-1.53805, 2.35788, 0.19462], [-0.93777, 0.16592, 0.99385], [-1.40738, -0.39738, -0.35597], [-1.25832, -1.81072, -0.37384], [-1.64084, -0.46700, 2.12675], [-2.85942, -0.23917, 2.62087], [-3.75515, 0.84878, 2.06371], [-3.26515, -0.93193, 3.53888], [0.39409, 4.17473, 1.56880], [0.12701, 3.91953, 3.31123], [-1.25711, 4.14309, 2.21561], [0.13562, 1.66035, 2.74293], [0.10698, -0.11951, 1.09478], [-0.79682, 0.03667, -1.14975], [-2.44960, -0.13257, -0.53554], [-2.00735, -2.18576, 0.10709], [-1.14846, -1.20943, 2.59866], [-3.83241, 0.76800, 0.98318], [-3.35606, 1.82389, 2.33380], [-4.74699, 0.74179, 2.49992], [3.04532, 0.00085, -3.65368], [3.08227, -1.45609, -3.57663], [1.91254, -1.89388, -2.71891], [2.21185, -1.63910, -0.97715], [1.90741, -0.27552, -0.51612], [3.71327, -1.92105, -0.59042], [1.27781, -2.59761, -0.13783], [3.82340, 0.36927, -4.20136], [2.15215, 0.33804, -4.01353], [2.98570, -1.88439, -4.58155], [4.03509, -1.80511, -3.15817], [1.73984, -2.96111, -2.85964], [1.00564, -1.35542, -2.99616], [3.72670, -1.51323, 0.28343], [0.38179, -2.23254, -0.30691]],
  "atomic_forces_ev_per_a": [[-0.1, -0.2, -0.4], [0.5, -0.1, 0.9], [-1.4, 0.4, -0.6], [0.4, -0.3, 0.1], [0.1, -0.2, 0.2], [-0.1, 0.9, 0.3], [-0.2, 0.0, -0.1], [1.7, 0.4, -1.2], [-1.8, 0.1, 0.8], [0.3, -0.2, -0.1], [0.0, -0.2, 0.3], [-0.1, 0.1, 0.1], [0.0, -0.2, -0.1], [0.1, 0.0, 0.0], [0.0, 0.1, -0.1], [0.2, -0.2, 0.0], [0.0, -0.2, 0.1], [0.0, 0.1, -0.1], [0.3, -0.1, 0.0], [-0.1, 0.0, 0.0], [0.1, 0.3, -0.1], [0.0, 0.1, -0.2], [0.2, -0.1, 0.1], [0.6, 0.2, 0.1], [-0.1, 0.6, -0.8], [0.7, -1.2, 0.1], [-1.1, 2.2, 0.7], [-0.5, 1.1, -0.1], [0.2, -1.3, -0.3], [0.5, -1.1, -0.5], [-0.5, -0.1, 0.1], [0.5, -0.1, 0.0], [0.0, -0.4, 0.1], [-0.2, 0.2, -0.1], [-0.2, -0.1, -0.1], [0.0, 0.0, 0.2], [0.6, 0.2, 0.3], [-0.6, -0.5, 0.5]],
  "gap_ev": 9.73,
  "lumo_ev": 0.50
}



(2)
{
  "formula": "C6H17N4O",
  "method": "wB97M-V/def2-TZVPD",
  "symbols": ["C", "C", "C", "O", "N", "H", "H", "H", "H", "H", "H", "H", "C", "C", "C", "N", "N", "N", "H", "H", "H", "H", "H", "H", "H", "H", "H", "H"],
  "coordinates": [[0.15738, 2.94682, -0.56622], [0.63381, 2.19562, 0.67579], [0.00747, 1.91412, -1.67221], [-1.04655, 1.36949, -1.95796], [1.18661, 1.33948, -2.07743], [-0.76039, 3.47843, -0.32972], [0.85654, 3.70026, -0.94344], [1.41077, 1.47782, 0.41536], [-0.20211, 1.56340, 0.96781], [1.14237, 0.51134, -2.64631], [2.01723, 1.88956, -2.22392], [0.97942, 2.87607, 1.44784], [0.47605, -1.61700, 1.41671], [0.11921, -0.65741, 2.55015], [-0.90212, -2.11504, -0.48003], [-0.82913, -2.18388, 0.86045], [0.10519, -2.50490, -1.24110], [-2.03392, -1.62735, -1.00460], [0.92795, -1.06901, 0.59910], [1.03069, -2.46665, 1.79883], [0.51639, 0.34047, 2.36054], [0.62255, -0.87972, 3.48821], [-1.63418, -2.06355, 1.45008], [0.77299, -3.13828, -0.82953], [-0.04473, -2.52603, -2.23742], [-2.56214, -0.99317, -0.42603], [-1.99669, -1.30881, -1.96487], [-0.95067, -0.45209, 2.56988]],
  "atomic_forces_ev_per_a": [[0.5, 0.4, -0.9], [0.0, -0.3, -0.6], [-0.4, -1.2, 0.8], [-0.2, 0.1, 0.0], [0.5, 0.3, -0.3], [-0.2, -0.2, -0.4], [0.2, 0.0, 0.4], [0.4, 0.3, 0.1], [-0.1, 0.3, 0.5], [-0.3, 0.2, -0.2], [0.0, 0.1, 0.3], [-0.2, -0.2, 0.2], [-1.6, -0.5, 0.7], [0.8, 1.1, -0.2], [-2.0, 0.4, 1.0], [2.2, 0.3, -0.5], [0.0, -0.1, 0.0], [0.4, 0.1, -0.6], [0.5, -0.3, 0.0], [0.5, 0.2, -0.2], [0.2, -0.1, -0.3], [-0.7, -0.6, 0.2], [-0.3, 0.2, -0.3], [0.1, 0.0, -0.2], [0.3, 0.0, 0.0], [0.0, -0.1, 0.1], [-0.2, -0.2, -0.1], [0.0, -0.4, 0.7]],
  "gap_ev": 10.15,
  "e_above_lowest_kj_mol": 74.3,
  "charge": 1,
  "lumo_ev": -2.80
}



(3)
{
  "formula": "C3H6N2O",
  "method": "wB97M-V/def2-TZVPD",
  "symbols": ["H", "N", "C", "C", "O", "N", "C", "H", "H", "H", "H", "H"],
  "coordinates": [[0.19184, -1.20419, -1.37858], [0.20597, -0.27797, -1.94888], [0.34975, 0.29357, -0.82319], [0.68843, 1.73246, -0.55912], [1.09399, 2.08109, 0.52541], [0.31322, -0.67062, 0.24385], [-0.90871, -0.86628, 1.00576], [0.60288, 2.43374, -1.41129], [1.16745, -0.74960, 0.76694], [-1.74925, -0.39210, 0.48765], [-0.82181, -0.44218, 2.00754], [-1.13376, -1.93791, 1.08391]],
  "atomic_forces_ev_per_a": [[-0.3, 0.2, -2.7], [0.1, -0.3, 0.8], [0.1, -0.6, 0.5], [0.1, 0.1, 0.3], [-0.3, -0.1, -0.5], [0.3, 0.4, 0.7], [-0.1, 0.1, 0.2], [0.0, -0.2, 0.1], [0.0, 0.3, 0.4], [0.2, -0.1, 0.1], [-0.2, 0.0, 0.0], [0.0, 0.2, 0.1]],
  "gap_ev": 9.26,
  "e_above_lowest_kj_mol": 275.0,
  "lumo_ev": -0.16
}



(4)
{
  "formula": "C17H17N6O4RbS2",
  "method": "wB97M-V/def2-TZVPD",
  "symbols": ["Rb", "N", "C", "N", "C", "N", "C", "C", "N", "C", "C", "N", "H", "H", "H", "H", "H", "C", "C", "C", "O", "C", "H", "H", "H", "H", "H", "H", "H", "H", "N", "C", "C", "C", "C", "C", "C", "C", "H", "H", "H", "H", "O", "S", "O", "O", "S"],
  "coordinates": [[-0.41792, -0.45062, -1.21068], [4.95127, 0.65493, -1.58256], [3.93185, -0.22434, -1.34660], [2.82200, 0.46550, -1.11205], [3.17896, 1.75926, -1.34634], [4.50515, 1.89559, -1.65402], [2.19722, 2.80192, -1.24675], [2.58255, 4.15062, -1.46607], [1.77349, 5.17435, -1.21968], [0.60560, 4.89190, -0.66212], [0.17527, 3.58141, -0.55892], [0.97565, 2.51870, -0.79760], [5.93726, 0.41687, -1.75837], [4.01394, -1.30538, -1.23245], [3.56218, 4.34855, -1.86405], [0.05886, 5.78404, -0.34251], [-0.78261, 3.33815, -0.06867], [1.56840, -2.52905, 2.93967], [2.08792, -1.08667, 3.00524], [0.95366, -0.19944, 2.49019], [0.27149, -1.06420, 1.54206], [0.23756, -2.38717, 2.14405], [1.35444, -2.92983, 3.92825], [2.22061, -3.24788, 2.37354], [2.91970, -0.98207, 2.26600], [2.50198, -0.81819, 4.00716], [1.34038, 0.68518, 2.01271], [0.22274, 0.00139, 3.27785], [0.10986, -3.16937, 1.37204], [-0.68872, -2.40862, 2.79224], [-8.52503, 0.86756, -1.43205], [-7.49902, 0.37205, -1.11625], [-6.11915, 0.00527, -0.88862], [-5.18585, 0.99024, -0.57568], [-3.80239, 0.71024, -0.47751], [-3.32324, -0.59505, -0.54154], [-4.29846, -1.60071, -0.75146], [-5.65056, -1.28422, -0.98655], [-5.46458, 2.05744, -0.44651], [-3.08032, 1.50964, -0.28174], [-4.02967, -2.65256, -0.75384], [-6.35697, -2.06818, -1.22054], [1.89059, -4.82717, -1.90965], [1.50107, -3.61529, -1.17531], [0.18980, -3.69434, -0.53804], [1.66540, -2.36157, -1.92887], [2.91763, -3.47887, 0.34260]],
  "atomic_forces_ev_per_a": [[0.6, -0.6, 0.3], [-0.1, -1.7, -0.4], [-0.3, 0.4, 1.0], [0.7, 0.1, -0.8], [2.2, -2.2, -0.4], [-1.8, 1.4, 0.5], [0.0, 2.1, 0.5], [-0.8, -0.5, -0.2], [1.3, -0.2, 0.1], [-0.3, 0.2, -0.4], [-0.1, -0.8, 1.3], [-0.4, 0.9, -0.4], [-1.0, 0.4, 0.1], [0.0, 0.1, 0.0], [0.2, 0.1, -0.1], [-0.3, -0.6, -0.1], [0.4, 0.2, -0.6], [-0.8, -0.3, -0.2], [1.4, 0.0, -0.2], [-0.5, -2.2, 0.0], [0.6, 0.3, 0.3], [-0.5, 0.1, 0.4], [0.0, 0.0, 0.3], [-0.5, 1.0, 0.7], [-0.5, -0.2, 0.5], [-0.5, 0.0, -0.6], [-0.3, 0.4, -0.4], [0.0, 0.5, 0.2], [0.3, 0.8, 0.2], [0.9, 0.0, -0.2], [2.5, -1.6, 1.1], [-1.9, 1.8, -1.2], [-0.2, 0.8, 0.3], [1.3, 2.0, 0.1], [-1.7, -0.5, 0.1], [0.6, -1.0, -0.1], [-1.0, 1.1, -0.2], [0.8, -1.6, 0.2], [-0.3, -0.8, -0.2], [-0.4, 0.2, -0.1], [0.1, 0.0, -0.1], [-0.1, -0.2, 0.0], [-0.7, 0.5, -0.4], [2.2, -0.8, 1.0], [-0.8, 0.0, -0.4], [-0.4, 0.4, -0.8], [0.4, 0.0, -0.8]],
  "gap_ev": 4.31,
  "e_above_lowest_kj_mol": 119.2,
  "charge": -2,
  "lumo_ev": 3.67
}



(5)
{
  "formula": "C24H37N2O9P",
  "method": "wB97M-V/def2-TZVPD",
  "symbols": ["C", "O", "C", "C", "C", "C", "C", "C", "C", "C", "C", "C", "C", "C", "O", "C", "O", "P", "N", "N", "C", "C", "O", "C", "C", "O", "H", "H", "H", "H", "H", "H", "H", "H", "H", "H", "H", "H", "H", "H", "H", "H", "H", "H", "H", "H", "H", "H", "H", "H", "H", "H", "H", "H", "H", "H", "H", "H", "H", "H", "H", "C", "C", "C", "O", "C", "C", "C", "O", "O", "O", "H", "H"],
  "coordinates": [[1.75899, -1.14642, 0.92474], [2.19090, 0.11145, 1.55312], [3.28353, 0.68809, 0.76169], [2.93753, 2.20317, 0.28821], [1.68445, 2.15779, -0.74275], [2.25680, 2.15912, -2.24000], [1.11662, 2.14336, -3.38770], [1.01023, 0.63934, -3.94762], [-0.45372, -0.01819, -3.87532], [-1.23699, 0.19548, -2.48616], [-2.82774, 0.27142, -2.87117], [-3.65216, -0.31604, -1.61928], [-4.00763, 0.82997, -0.50967], [-3.40567, 0.43814, 0.95871], [-1.95346, 0.23870, 0.72136], [-1.29616, 1.51979, 0.84618], [-0.43868, 1.76548, 1.72363], [-4.07337, -1.24733, 1.51424], [-5.67252, -1.27854, 1.34394], [-3.52018, 1.55203, 1.94002], [-4.59742, 2.52195, 1.62772], [-4.11756, 3.98729, 1.11867], [-5.82485, 2.27775, 1.68987], [-3.50662, 1.12406, 3.34838], [-2.18827, 0.45704, 4.01624], [-4.50579, 1.24393, 4.12319], [1.25171, -1.78054, 1.74240], [2.69287, -1.73063, 0.58381], [1.00924, -0.95273, 0.07709], [3.45453, 0.09753, -0.21757], [4.21490, 0.66253, 1.44595], [3.90072, 2.61218, -0.19101], [2.72813, 2.85733, 1.20651], [1.04470, 3.07921, -0.52404], [1.10854, 1.19405, -0.49059], [2.97047, 1.25497, -2.32698], [2.88787, 3.10213, -2.38781], [1.51635, 2.82152, -4.23688], [0.12650, 2.60520, -3.05606], [1.28336, 0.69317, -5.07367], [1.76065, -0.09514, -3.48903], [-0.29872, -1.16223, -3.98330], [-1.14850, 0.27231, -4.74511], [-1.03896, -0.67640, -1.76606], [-0.97880, 1.15736, -1.92823], [-2.94440, -0.45681, -3.76125], [-3.12175, 1.33103, -3.18154], [-3.06513, -1.18745, -1.17742], [-4.65153, -0.74089, -2.01541], [-3.59587, 1.85695, -0.83677], [-5.14432, 0.91591, -0.51218], [-1.57032, 2.30177, 0.04980], [-3.67952, -1.59058, 2.87165], [-3.51662, -2.25204, 0.65892], [-6.01995, -0.36748, 1.01338], [-4.88864, 4.32791, 0.35015], [-3.12669, 3.79335, 0.55618], [-3.98566, 4.72532, 1.98013], [-1.74939, -0.38855, 3.39066], [-2.46867, 0.08533, 5.05999], [-1.39510, 1.28349, 4.17865], [5.74956, -4.27290, 2.52061], [6.36481, -5.42614, 2.13372], [6.27079, -5.69508, 0.62762], [6.82008, -6.64314, 0.06088], [5.47160, -4.77080, -0.19610], [4.84695, -3.62733, 0.19476], [5.03105, -3.30236, 1.68028], [4.60630, -2.27250, 2.21682], [4.15871, -2.83035, -0.51346], [6.98291, -6.25893, 2.85672], [5.77239, -3.99252, 3.56916], [5.40258, -5.07594, -1.23561]],
  "atomic_forces_ev_per_a": [[0.4, -0.7, 0.8], [0.5, -0.3, -2.1], [0.1, 0.7, 0.1], [0.1, -1.0, 0.5], [1.3, 0.2, 0.4], [-0.5, 0.4, 0.5], [1.7, -0.4, -0.3], [-0.9, 0.0, -1.4], [0.4, -0.7, 0.6], [-0.9, 0.2, -0.8], [1.2, -1.5, 1.0], [-0.8, 0.7, -0.7], [-0.4, -0.7, -0.2], [1.6, 0.5, -1.9], [0.0, 2.1, 0.9], [3.0, 0.5, 2.6], [-3.8, -1.3, -3.8], [-3.1, -0.2, -0.5], [1.5, 0.6, 0.0], [-1.6, -0.5, 0.9], [-3.7, 1.2, -0.2], [0.4, -1.7, -0.5], [4.6, 0.4, -0.2], [-2.0, -0.8, 3.8], [0.0, 0.8, -0.3], [3.6, 0.3, -3.5], [0.6, 1.1, -1.2], [-1.4, 0.7, 0.2], [0.9, -0.2, 0.9], [-0.1, 0.6, 1.8], [-1.3, 0.0, -1.4], [-1.5, -0.5, 0.4], [0.1, -1.0, -1.3], [0.6, -1.2, -0.6], [0.7, 1.5, -0.5], [-1.2, 1.4, -0.1], [-0.8, -1.2, 0.4], [-0.8, -1.1, 1.2], [1.3, -0.8, -0.2], [-0.4, -0.3, 1.8], [-1.1, 1.3, -0.3], [-0.3, 1.8, 0.1], [1.2, 0.0, 1.2], [-0.3, 1.3, -1.1], [0.0, -1.3, -0.9], [-0.1, 1.3, 1.4], [0.3, -1.5, 0.4], [-0.7, 1.3, -0.6], [1.5, 0.7, 0.8], [-0.4, -1.6, 0.6], [1.6, 0.0, 0.4], [0.2, -1.3, 0.9], [0.3, 0.4, -1.0], [0.5, 0.6, 0.7], [0.1, -0.6, 0.4], [0.9, -0.3, 1.3], [-1.4, 0.7, 1.1], [-0.2, -1.1, -1.2], [-0.4, 1.4, 0.8], [0.0, 0.5, -1.7], [-1.2, -1.4, -0.7], [-1.1, 1.8, 0.1], [0.9, -1.5, -0.2], [-0.9, 0.8, -1.7], [0.2, -0.3, 0.6], [0.8, -1.5, -0.2], [-0.5, 1.1, 0.4], [1.1, -1.2, 1.8], [-0.5, 0.5, -0.7], [0.0, -0.1, 0.0], [-0.3, 0.4, -0.2], [0.1, 0.0, 0.1], [0.0, 0.0, -0.1]],
  "gap_ev": 2.81,
  "e_above_lowest_kj_mol": 473.0,
  "charge": -2,
  "lumo_ev": 2.81
}